## one
Computed, not measured: 2 unconnected molecules or ions with the total composition C5H12N2, with ωB97M-V/def2-TZVPD.

Cartesian coordinates (Å):
C  -1.9658  2.5971  1.5358
C  -1.9743  1.4328  1.8142
C  -2.2420  -0.0022  1.7879
H  -1.9003  3.6610  1.5165
H  -1.7626  -0.3904  0.7776
H  -3.2694  -0.3497  1.9073
H  -1.7626  -0.3555  2.6597
C  1.0638  -1.7770  -0.9363
C  1.4318  -0.6803  0.0575
N  1.0118  0.6790  -0.5167
N  -0.3502  0.6148  -0.9065
H  1.2069  -2.7926  -0.5980
H  0.0035  -1.6190  -1.4078
H  1.7712  -1.4657  -1.7266
H  0.9421  -0.6853  1.0929
H  2.4855  -0.6469  0.1923
H  1.0552  1.2482  0.3823
H  -1.0318  1.2809  -0.4348
H  -0.3893  0.8425  -1.9283

Results
**E_LUMO**: 0.96 eV
**Total charge**: 0
**HOMO-LUMO gap**: 9.29 eV


## two
Computed, not measured: a single C5H12N2 molecule, with ωB97M-V/def2-TZVPD.

Cartesian coordinates (Å):
C  -0.6756  2.8591  0.6874
C  -0.8321  1.3123  0.6550
C  0.4278  0.6001  0.3070
C  0.2658  -0.7881  -0.3319
N  -0.4640  -0.6780  -1.5487
C  0.7766  -1.8834  0.2054
N  0.8972  -3.1711  -0.3362
H  -0.5827  3.2695  -0.3274
H  -1.4959  3.3119  1.2220
H  0.3245  2.9619  1.1107
H  -1.3220  0.9650  1.5682
H  -1.6401  1.0580  -0.0558
H  1.1325  0.4312  1.1385
H  1.1238  1.0685  -0.4214
H  0.1831  -0.6531  -2.3352
H  -1.0665  -1.4702  -1.7590
H  1.1679  -1.8773  1.2412
H  0.1652  -3.5025  -0.9359
H  1.6148  -3.8138  -0.0839

Results
**E_LUMO**: 1.01 eV
**Total charge**: 0
**HOMO-LUMO gap**: 8.82 eV


Q: What are the energies relative to the best structure? A: one 3.043; two 0.000, in eV.


## one
Computed, not measured: a single C5H12N2 molecule, with ωB97M-V/def2-TZVPD.

Cartesian coordinates (Å):
C  0.2595  2.4727  -0.7556
C  -0.5114  1.2243  -1.2563
C  -1.0585  0.1670  -0.2280
C  0.0081  -0.7488  0.3350
N  0.6687  -1.6359  -0.6108
C  -0.3029  -1.3622  1.5038
N  0.8532  -2.0154  2.0585
H  0.9635  2.2870  0.1084
H  0.9326  2.9204  -1.6076
H  -0.3944  3.3294  -0.6278
H  -1.4132  1.4728  -1.7661
H  0.1334  0.8373  -2.0301
H  -1.6718  -0.5278  -0.8082
H  -1.8165  0.6681  0.3698
H  1.5772  -1.8059  -0.1783
H  0.9589  -0.9429  -1.3847
H  -1.1330  -1.2064  2.1805
H  1.1483  -2.9318  1.6039
H  0.7984  -2.2020  3.0938

Results
**E_LUMO**: 0.95 eV
**Total charge**: 0
**HOMO-LUMO gap**: 8.38 eV


## two
Computed, not measured: 2 unconnected molecules or ions with the total composition C5H12N2, with ωB97M-V/def2-TZVPD.

Cartesian coordinates (Å):
C  1.9812  0.5697  0.1733
C  1.1050  -0.0962  -0.8778
N  -0.5444  -0.1324  -0.9350
C  -1.2952  1.0544  -0.7036
N  -1.2197  -1.3270  -0.9216
H  1.5950  1.5482  0.4572
H  2.1039  -0.0655  1.0412
H  2.9904  0.7007  -0.2180
H  1.2486  0.4562  -1.8214
H  1.3745  -1.1362  -1.0528
H  -1.6942  1.0092  0.3307
H  -2.1299  1.1611  -1.4238
H  -0.6622  1.9269  -0.7802
H  -1.4973  -1.6565  -1.8491
H  -1.8691  -1.4329  -0.1499
C  -0.0946  -1.0902  1.8811
C  -0.6808  -0.1433  2.3494
H  0.3618  -1.9880  1.5644
H  -1.0729  0.6419  2.9359

Results
**E_LUMO**: 1.13 eV
**Total charge**: 0
**HOMO-LUMO gap**: 8.64 eV


## three
Computed, not measured: 2 unconnected molecules or ions with the total composition C5H12N2, with ωB97M-V/def2-TZVPD.

Cartesian coordinates (Å):
C  -1.2763  -0.3183  1.0418
N  -1.4895  0.0678  -0.1360
C  -2.4465  1.1478  -0.3238
C  -2.0159  2.0630  -1.4529
H  -1.7286  0.1748  1.9124
H  -0.6183  -1.1562  1.2423
H  -3.4199  0.7010  -0.5585
H  -2.6057  1.7021  0.6090
H  -2.7701  2.8108  -1.6917
H  -1.0971  2.5951  -1.1901
H  -1.7987  1.4718  -2.3429
C  2.2236  -2.2211  0.8640
C  2.0164  -1.0940  0.1878
N  2.9525  -0.1026  -0.0226
H  3.1707  -2.4567  1.3339
H  1.4056  -2.8808  1.1072
H  1.0721  -0.8547  -0.2874
H  3.7533  -0.0467  0.5801
H  2.7466  0.6643  -0.6313

Results
**E_LUMO**: 1.09 eV
**Total charge**: 0
**HOMO-LUMO gap**: 9.08 eV


Q: What are the energies relative to the best structure? A: one 0.928; two 3.183; three 0.000, in eV.


## one
Computed, not measured: a molecular structure, C5H12N2, with ωB97M-V/def2-TZVPD.

Cartesian coordinates (Å):
C  -0.0632  2.2687  -0.9121
C  -1.2875  1.9592  -0.0276
C  -1.0776  0.9022  1.0629
C  0.1503  -0.0013  1.0086
N  0.0912  -0.7989  -0.2457
C  0.9659  -1.9727  -0.0617
N  1.1514  -2.8882  -0.8918
H  0.8232  2.5629  -0.3429
H  -0.2636  3.0749  -1.6189
H  0.1543  1.3397  -1.4344
H  -1.8648  2.8290  0.2669
H  -1.9321  1.4412  -0.7504
H  -1.1450  1.2988  2.0733
H  -1.8838  0.1627  1.0279
H  0.1498  -0.6740  1.8645
H  1.0932  0.5546  1.0344
H  1.0426  -0.8041  -0.7385
H  1.6820  -1.7769  0.7565
H  1.3249  -3.7818  -0.4376

Results
**E_LUMO**: 0.91 eV
**Total charge**: 0
**HOMO-LUMO gap**: 10.10 eV


## two
Computed, not measured: 2 unconnected molecules or ions with the total composition C5H12N2, with ωB97M-V/def2-TZVPD.

Cartesian coordinates (Å):
C  1.2037  1.7966  1.9155
C  0.6758  0.6258  1.1608
C  -0.7956  1.2553  0.2327
N  0.9942  -0.5494  1.2362
H  1.5835  2.5440  1.2190
H  0.4115  2.2688  2.4954
H  2.0057  1.4724  2.5763
H  -0.4898  2.2749  -0.0005
H  -1.2058  0.9612  -0.7393
H  -1.5641  1.3165  1.0044
H  0.2895  -1.2600  0.5283
C  0.3200  -1.2401  -2.3639
C  -0.4738  -1.9961  -1.6155
N  -0.8267  -1.6831  -0.2867
H  0.7427  -0.3169  -1.9998
H  0.6349  -1.5766  -3.3376
H  -0.8714  -2.9313  -1.9830
H  -1.5243  -2.2987  0.1085
H  -1.1101  -0.6632  -0.1509

Results
**E_LUMO**: 0.91 eV
**Total charge**: 0
**HOMO-LUMO gap**: 8.86 eV


Q: What are the energies relative to the best structure? A: one 0.372; two 0.000, in eV.


## one
Computed, not measured: 2 unconnected molecules or ions with the total composition C5H12N2, with ωB97M-V/def2-TZVPD.

Cartesian coordinates (Å):
N  -0.0930  -1.0421  2.2412
C  1.1185  -1.3426  1.5885
C  1.2560  -1.6411  0.3085
N  2.5351  -1.9861  -0.2740
H  -0.0485  -1.1582  3.2394
H  -0.8973  -1.5107  1.8510
H  2.0022  -1.3231  2.2113
H  0.4564  -1.6881  -0.4147
H  3.2495  -1.4225  0.1806
H  2.5487  -1.6429  -1.2301
C  -2.0742  2.6922  -0.5724
C  -1.4205  2.0066  -1.4992
C  -0.7807  0.6695  -1.2471
H  -2.5755  3.6311  -0.7714
H  -2.1320  2.2984  0.4357
H  -1.3725  2.3958  -2.5128
H  0.2545  0.7015  -1.5947
H  -0.7068  0.4837  -0.1780
H  -1.3198  -0.1216  -1.7619

Results
**E_LUMO**: 1.06 eV
**Total charge**: 0
**HOMO-LUMO gap**: 8.54 eV


## two
Computed, not measured: a molecular structure, C5H12N2, with ωB97M-V/def2-TZVPD.

Cartesian coordinates (Å):
C  -1.3300  -0.4539  -0.1391
C  0.0943  1.7033  0.1438
C  -1.7145  -0.5335  1.3389
C  -0.0417  0.3041  -0.4235
N  0.5220  0.1525  -1.6667
H  0.1871  -0.6994  -2.1153
H  -2.1428  0.0218  -0.7019
H  -1.2248  -1.4669  -0.5411
H  -0.0473  1.7231  1.2239
H  1.0821  2.1053  -0.0829
H  -0.6483  2.3655  -0.3127
H  -2.6066  -1.1485  1.4673
H  -0.9110  -0.9749  1.9315
H  -1.9351  0.4529  1.7490
C  2.6034  -0.8753  -0.4986
N  2.0284  -0.9155  0.5627
H  0.8906  -0.3762  0.3794
H  3.5569  -1.2841  -0.8075
H  1.6375  -0.1001  -1.5071

Results
**E_LUMO**: 0.53 eV
**Total charge**: 0
**HOMO-LUMO gap**: 8.86 eV


Q: What are the energies relative to the best structure? A: one 0.000; two 1.411, in eV.


## one
Computed, not measured: a molecular structure, CH2Br2S, with ωB97M-V/def2-TZVPD.

Cartesian coordinates (Å):
C  -0.0514  0.2706  -0.2445
S  1.0498  -0.1989  1.0471
Br  -0.4454  2.1643  -0.0283
Br  -1.8197  -0.8162  -0.3488
H  0.4709  -0.0119  -1.1880
H  0.7959  -1.4078  0.7626

Results
**E_LUMO**: -0.18 eV
**Total charge**: 0
**HOMO-LUMO gap**: 9.72 eV


## two
Computed, not measured: 2 unconnected molecules or ions with the total composition CH2Br2S, with ωB97M-V/def2-TZVPD.

Cartesian coordinates (Å):
C  0.2263  -0.5932  0.0853
S  -3.4744  0.4719  1.3989
Br  -0.7049  -2.1519  0.3116
Br  -3.9640  0.2970  -0.6666
H  0.3835  -0.2383  -0.9537
H  0.2549  -0.0144  1.0342

Results
**E_LUMO (alpha / beta)**: -0.27 / -2.53 eV
**Total charge**: 0
**HOMO-LUMO gap (alpha / beta)**: 9.17 / 5.87 eV


## three
Computed, not measured: a single CH2Br2S molecule, with ωB97M-V/def2-TZVPD.

Cartesian coordinates (Å):
Br  1.5272  1.4129  0.3536
C  0.2003  0.9477  -1.0419
S  -1.5518  1.6862  -1.0714
Br  -2.7728  0.6018  0.3567
H  0.2601  -0.1185  -0.9005
H  0.4573  1.2654  -1.9609

Results
**E_LUMO**: -0.36 eV
**Total charge**: 0
**HOMO-LUMO gap**: 8.99 eV


Q: What are the energies relative to the best structure? A: one 0.144; two 2.564; three 0.000, in eV.